(1)
2 unconnected molecules or ions with the total composition C6H12O, computed with wB97M-V/def2-TZVPD.

The calculation puts the total energy at -8462.017 eV. Its molar mass is 100.16 g/mol. As for the energy above the lowest of the compared OMol25 structures with the same formula, charge and spin: 2.336 eV. As for the structure (SMILES): C=C/C=C/CC.O. Its HOMO-LUMO gap is 9.3 eV. The net charge is 0.

Cartesian coordinates (Å):
1 C 1.3745 3.3631 -0.0502
2 C 1.3882 2.0304 -0.1392
3 C 0.5027 1.1802 0.6809
4 C 0.7997 -0.1374 0.7360
5 C -0.1849 -1.0657 1.4624
6 C -0.2135 -2.3127 0.5486
7 H 0.6363 3.8310 0.5701
8 H 2.0585 3.9692 -0.5957
9 H 1.8620 1.4208 -0.9002
10 H -0.3288 1.5201 1.2488
11 H 1.7230 -0.6222 0.4675
12 H 0.1426 -1.3292 2.4528
13 H -1.1867 -0.6923 1.3380
14 H -0.9025 -3.1421 0.7433
15 H 0.7621 -2.5922 0.1241
16 H -0.6784 -1.9567 -0.4138
17 O -2.8102 -0.8980 -2.5344
18 H -2.3926 -0.7578 -3.3905
19 H -2.5519 -1.8085 -2.3486

=====

(2)
A molecular structure, C13H19N2OPS, computed with wB97M-V/def2-TZVPD.

The calculation puts the total energy at -38937.787 eV. Its molar mass is 282.35 g/mol. Its HOMO-LUMO gap is 6.9 eV. The net charge is 0.

Cartesian coordinates (Å):
1 C 4.6478 -1.2089 -1.0863
2 C 3.5228 -0.5654 -0.1832
3 C 2.0969 -1.2121 -0.3703
4 O 1.1734 -0.9534 0.7158
5 C 0.7841 0.3849 0.7491
6 C 1.6157 1.4618 1.4613
7 C 1.2759 2.8652 1.4914
8 C 0.0360 3.3612 0.7949
9 N -0.3388 4.6834 0.7474
10 S -1.7874 4.5534 -0.1304
11 N -1.9025 2.9192 -0.4244
12 C -0.7974 2.2833 0.1280
13 C -0.4516 0.8007 0.0906
14 P -1.6421 -0.2954 -0.8356
15 C -3.3391 0.0899 -0.0788
16 C -4.4040 0.1255 -1.2500
17 C -1.3511 -2.1132 -0.4890
18 C -1.4722 -2.4803 1.0843
19 H 4.3201 -1.3090 -2.1579
20 H 5.0538 -2.1783 -0.6697
21 H 5.5267 -0.4921 -1.0771
22 H 3.8233 -0.5346 0.9039
23 H 3.4293 0.5213 -0.4970
24 H 1.5841 -0.8982 -1.3323
25 H 2.2602 -2.3332 -0.4346
26 H 2.5728 1.1749 1.9779
27 H 1.9248 3.5995 2.0230
28 H -3.3407 1.0083 0.5652
29 H -3.6182 -0.7706 0.6072
30 H -4.1727 0.9384 -2.0026
31 H -5.4403 0.2527 -0.8217
32 H -4.4115 -0.8360 -1.8500
33 H -2.2179 -2.6614 -0.9773
34 H -0.4201 -2.5310 -0.9518
35 H -1.5878 -1.4911 1.6159
36 H -0.5591 -3.0451 1.4027
37 H -2.3931 -3.1141 1.2611

=====

(3)
C11H18Se in the gas phase, computed with wB97M-V/def2-TZVPD.

The calculation puts the total energy at -77042.107 eV. Its molar mass is 229.23 g/mol. As for the energy above the lowest of the compared OMol25 structures with the same formula, charge and spin: 2.437 eV. As for the structure (SMILES): C[Se][C@@H]1C[C@H](C)C=CC1=C(C)C. Its HOMO-LUMO gap is 8.8 eV. The net charge is 0.

Cartesian coordinates (Å):
1 C 1.6593 -3.0897 1.2255
2 Se 1.8967 -1.1305 1.5392
3 C 0.9063 -0.4180 -0.0360
4 C 1.4717 0.9305 -0.2936
5 C 1.0030 2.1430 0.6609
6 C 1.9574 2.3860 1.8918
7 C -0.3235 1.7273 1.1764
8 C -1.1093 0.7292 0.7894
9 C -0.6243 -0.2771 -0.2002
10 C -1.5158 -0.6368 -1.2183
11 C -1.0857 -1.4097 -2.3862
12 C -2.9610 -0.0780 -1.1691
13 H 2.3611 -3.3813 0.4454
14 H 2.0985 -3.7203 2.0707
15 H 0.5571 -3.2270 1.0623
16 H 1.2075 -1.0582 -0.7798
17 H 2.5582 0.9218 -0.1647
18 H 1.3037 1.3445 -1.2708
19 H 0.8376 3.0667 0.0976
20 H 1.5449 3.2088 2.6203
21 H 3.0833 2.6376 1.6270
22 H 2.2224 1.4015 2.4538
23 H -0.9478 2.5128 1.7412
24 H -2.0966 0.5902 1.2277
25 H 0.0291 -1.6818 -2.2412
26 H -1.3054 -0.9902 -3.3291
27 H -1.6362 -2.3914 -2.2656
28 H -2.8644 1.0728 -1.3025
29 H -3.6759 -0.6179 -1.8482
30 H -3.2365 -0.3514 -0.1423

=====

(4)
C22H24O3 in the gas phase, computed with wB97M-V/def2-TZVPD.

The calculation puts the total energy at -29345.823 eV. Its molar mass is 336.43 g/mol. As for the energy above the lowest of the compared OMol25 structures with the same formula, charge and spin: 0.232 eV. As for the structure (SMILES): CCOC(=O)[C@@]1(C(c2ccccc2)c2ccccc2)CCCCC1=O. Its HOMO-LUMO gap is 9.7 eV. The net charge is 0.

Cartesian coordinates (Å):
1 C -4.2120 -0.9426 2.2450
2 C -2.8836 -0.4260 2.6968
3 O -2.2537 0.1338 1.5199
4 C -1.1183 0.8212 1.8270
5 O -0.7964 1.0492 2.9744
6 C -0.3731 1.2351 0.5520
7 C 0.5335 0.0601 0.2192
8 C 0.1261 -1.2617 0.8833
9 C 0.6177 -1.4204 2.1853
10 C 0.3926 -2.5783 2.9125
11 C -0.2738 -3.6408 2.2913
12 C -0.7825 -3.4846 1.0018
13 C -0.6513 -2.2656 0.3158
14 C 1.0797 0.0392 -1.1951
15 C 1.8182 1.1773 -1.5677
16 C 2.5206 1.2103 -2.7666
17 C 2.4737 0.1032 -3.6177
18 C 1.7585 -1.0409 -3.2458
19 C 1.0829 -1.0846 -2.0223
20 C -1.4707 1.6374 -0.4703
21 C -1.1275 2.7959 -1.3968
22 C -0.7231 4.0387 -0.6125
23 C 0.4549 3.7857 0.3098
24 C 0.5478 2.4156 1.0050
25 O 1.3704 2.2632 1.8895
26 H -4.6863 -1.4925 3.0547
27 H -4.8591 -0.1019 1.9931
28 H -4.1296 -1.6021 1.3784
29 H -2.9774 0.3516 3.4624
30 H -2.2383 -1.2266 3.0724
31 H 1.4625 0.2877 0.7749
32 H 1.2099 -0.6135 2.6175
33 H 0.7636 -2.6366 3.9376
34 H -0.4189 -4.5704 2.8404
35 H -1.2716 -4.3198 0.4961
36 H -1.1268 -2.1161 -0.6610
37 H 1.9436 1.9881 -0.8471
38 H 3.1264 2.0913 -2.9941
39 H 2.9931 0.1386 -4.5746
40 H 1.7593 -1.9265 -3.8843
41 H 0.6005 -2.0019 -1.6946
42 H -1.7866 0.7503 -1.0406
43 H -2.3518 1.9525 0.1094
44 H -2.0134 3.0194 -2.0051
45 H -0.3260 2.4953 -2.0809
46 H -1.5689 4.4096 -0.0199
47 H -0.4728 4.8424 -1.3152
48 H 0.4690 4.5357 1.1113
49 H 1.3969 3.9339 -0.2460

=====

(5)
A molecular structure, C31H69F7FeINO2P3Si2Te, computed with wB97M-V/def2-TZVPD.

The calculation puts the total energy at -151286.549 eV. Its molar mass is 1080.33 g/mol. As for the energy above the lowest of the compared OMol25 structures with the same formula, charge and spin: 0.000 eV. Its HOMO-LUMO gap (alpha / beta) is 7.7 / 8.2 eV. The net charge is +1. The spin multiplicity is 5.

Cartesian coordinates (Å):
1 Fe 0.7127 1.0545 0.5168
2 I 0.8875 2.1108 2.8119
3 C -3.8731 1.9201 0.1571
4 C -2.5329 1.3472 -0.2177
5 N -2.5237 0.4204 -1.1967
6 O -1.4986 1.6794 0.3608
7 H -4.4123 2.2509 -0.7304
8 H -3.7342 2.7564 0.8360
9 H -4.4721 1.1570 0.6573
10 H -3.3441 0.2509 -1.7509
11 H -1.6084 0.1196 -1.5235
12 F -0.8196 -1.1766 0.6594
13 C -5.1238 -3.9818 0.5424
14 C -5.0640 -2.5740 1.1238
15 C -3.7060 -2.3147 1.8028
16 C -2.5811 -3.1417 1.1467
17 C -2.8554 -3.2398 -0.3597
18 C -4.0987 -4.1168 -0.5932
19 P -0.9126 -2.4998 1.5404
20 C 0.4108 -3.6012 0.9556
21 C 0.1891 -5.0803 1.3724
22 C -0.1302 -5.9751 0.1747
23 C 0.9935 -5.9346 -0.8746
24 C 1.6433 -4.5416 -0.9727
25 C 0.6495 -3.4604 -0.5577
26 C -0.6640 -1.8941 3.2347
27 C -0.8012 -3.0899 4.2080
28 C -1.1112 -2.6043 5.6338
29 C -0.4575 -1.2491 5.8861
30 C -1.0984 -0.1654 5.0076
31 C -1.5693 -0.7254 3.6521
32 H -6.1251 -4.1888 0.1663
33 H -4.9226 -4.7102 1.3323
34 H -5.8604 -2.4247 1.8523
35 H -5.2253 -1.8536 0.3172
36 H -3.7803 -2.5719 2.8596
37 H -3.4703 -1.2522 1.7191
38 H -2.5782 -4.1574 1.5609
39 H -2.0199 -3.6772 -0.8975
40 H -3.0072 -2.2296 -0.7460
41 H -3.7975 -5.1619 -0.6871
42 H -4.5555 -3.8269 -1.5407
43 H 1.3064 -3.2393 1.4613
44 H -0.5953 -5.1797 2.1280
45 H 1.1099 -5.4427 1.8318
46 H -1.0808 -5.6749 -0.2770
47 H -0.2628 -6.9985 0.5272
48 H 0.5781 -6.2229 -1.8421
49 H 1.7568 -6.6723 -0.6236
50 H 1.9834 -4.3520 -1.9909
51 H 2.5187 -4.4773 -0.3264
52 H -0.2672 -3.5909 -1.1325
53 H 1.0358 -2.4719 -0.7838
54 H 0.3686 -1.5225 3.2309
55 H 0.1280 -3.6630 4.2113
56 H -1.6021 -3.7630 3.8811
57 H -0.7470 -3.3404 6.3504
58 H -2.1909 -2.5212 5.7822
59 H 0.6126 -1.3175 5.6714
60 H -0.5548 -0.9758 6.9365
61 H -0.3855 0.6418 4.8526
62 H -1.9664 0.2591 5.5151
63 H -1.5461 0.0677 2.9004
64 H -2.5926 -1.0731 3.7656
65 C 2.5252 -0.0274 -3.3618
66 P 0.7373 0.0949 -3.1382
67 C -0.0049 -1.3712 -3.9042
68 C 0.1341 1.4750 -4.1493
69 O 0.3210 0.1996 -1.6949
70 H 2.8258 0.3807 -4.3263
71 H 2.8339 -1.0703 -3.2941
72 H 3.0199 0.5209 -2.5602
73 H 0.3114 -1.4738 -4.9420
74 H -1.0905 -1.2737 -3.8710
75 H 0.2924 -2.2575 -3.3435
76 H 0.4641 1.3581 -5.1818
77 H 0.4999 2.4216 -3.7540
78 H -0.9565 1.4861 -4.1214
79 C 0.5379 6.6844 -2.1184
80 Si -0.6683 5.8863 -0.9077
81 C -1.9266 4.8210 -1.8465
82 C -1.5031 7.1642 0.1956
83 C 0.2669 4.6756 0.2076
84 Te 1.3535 3.2099 -0.9218
85 C 3.3038 3.9565 -0.4443
86 Si 4.5836 3.7087 -1.8374
87 C 5.9205 5.0206 -1.6296
88 C 3.7242 3.9880 -3.5058
89 C 5.3817 1.9992 -1.8266
90 H 0.0287 7.3554 -2.8120
91 H 1.0582 5.9243 -2.7049
92 H 1.2918 7.2705 -1.5882
93 H -2.3298 5.3246 -2.7262
94 H -2.7669 4.5542 -1.2009
95 H -1.4530 3.8917 -2.1766
96 H -2.0873 7.8839 -0.3801
97 H -0.7562 7.7229 0.7626
98 H -2.1716 6.6894 0.9160
99 H -0.4404 4.1316 0.8338
100 H 0.9853 5.1622 0.8668
101 H 3.6303 3.4829 0.4824
102 H 3.1738 5.0226 -0.2545
103 H 5.5141 6.0326 -1.6696
104 H 6.6689 4.9327 -2.4196
105 H 6.4370 4.9051 -0.6747
106 H 3.2118 4.9522 -3.5313
107 H 2.9889 3.2112 -3.7268
108 H 4.4625 3.9852 -4.3106
109 H 6.3353 2.0367 -1.2971
110 H 5.5844 1.6481 -2.8404
111 H 4.7750 1.2492 -1.3236
112 F 1.8476 -0.8476 1.2714
113 P 3.5296 -0.7356 0.9500
114 F 3.7230 -0.1987 2.4228
115 F 3.1943 -1.2214 -0.5638
116 F 3.2012 0.7954 0.4351
117 F 3.6582 -2.2581 1.4246
118 F 5.0598 -0.5964 0.6035

=====

(6)
A molecular structure, C11H14N2OPRe, computed with wB97M-V/def2-TZVPD.

The calculation puts the total energy at -28071.531 eV. Its molar mass is 407.43 g/mol. As for the energy above the lowest of the compared OMol25 structures with the same formula, charge and spin: 0.000 eV. Its HOMO-LUMO gap (alpha / beta) is 6.8 / 7.0 eV. The net charge is +1. The spin multiplicity is 4.

Cartesian coordinates (Å):
1 C -1.7406 1.0909 -2.9093
2 C -0.8490 2.2044 -3.1365
3 C -0.9477 3.0819 -1.9871
4 C -1.8467 2.4744 -1.0417
5 C -2.3422 1.2499 -1.6314
6 Re -0.2517 1.2120 -1.4453
7 P 1.5405 -0.2542 -2.0917
8 H -1.9142 0.2653 -3.5869
9 H -0.3000 2.4110 -4.0436
10 H -0.4168 4.0187 -1.8710
11 H -3.0542 0.5780 -1.1702
12 H -2.1516 2.8912 -0.0919
13 H 2.7449 -0.2802 -1.3392
14 H 2.1123 -0.0951 -3.3816
15 H 1.2745 -1.6518 -2.1562
16 N 1.0119 -3.7247 2.9620
17 C 0.7043 -3.0732 1.8039
18 O 0.7212 -3.6364 0.7112
19 C 0.3981 -1.6115 1.8980
20 C 0.4843 -0.8180 3.0494
21 C 0.4670 0.5686 2.8942
22 C 0.4128 1.1219 1.6128
23 N 0.2735 0.3525 0.5163
24 C 0.1455 -0.9833 0.6714
25 H 1.1969 -4.7127 2.8999
26 H 0.9057 -3.3175 3.8741
27 H 0.5526 -1.2703 4.0369
28 H 0.5098 1.2468 3.7437
29 H 0.4552 2.1999 1.4475
30 H -0.0965 -1.5386 -0.2377

=====

(7)
C9H13NOS in the gas phase, computed with wB97M-V/def2-TZVPD.

The calculation puts the total energy at -23913.801 eV. Its molar mass is 183.28 g/mol. As for the energy above the lowest of the compared OMol25 structures with the same formula, charge and spin: 2.576 eV. As for the structure (SMILES): CC(C)[S@@](=N)(=O)c1ccccc1. Its HOMO-LUMO gap is 10.1 eV. The net charge is 0.

Cartesian coordinates (Å):
1 C -0.2179 -2.8083 1.7503
2 C -0.1199 -1.7534 0.6108
3 C 1.2284 -1.6716 0.0531
4 S -0.5988 -0.1348 1.2227
5 N -1.9271 -0.3707 1.8955
6 O 0.4187 0.3996 2.0801
7 C -0.3392 1.1190 -0.1990
8 C -0.9867 0.9010 -1.4062
9 C -0.6569 1.7511 -2.5053
10 C 0.2498 2.7535 -2.3466
11 C 0.9451 2.8987 -1.1237
12 C 0.6600 2.0776 -0.0723
13 H 0.4774 -2.6403 2.5471
14 H -1.2077 -2.6379 2.1428
15 H -0.0771 -3.8215 1.4232
16 H -0.9971 -2.0630 -0.1035
17 H 1.9482 -1.6702 0.9281
18 H 1.3388 -0.8214 -0.5741
19 H 1.2848 -2.5315 -0.4652
20 H -2.1255 0.4352 2.4971
21 H -1.7834 0.0727 -1.5168
22 H -1.0168 1.5255 -3.5223
23 H 0.6375 3.1930 -3.1726
24 H 1.7984 3.6863 -1.1075
25 H 1.0670 2.1117 0.9643

=====

(8)
C6H5NO in the gas phase, computed with wB97M-V/def2-TZVPD.

The calculation puts the total energy at -9833.310 eV. Its molar mass is 107.11 g/mol. As for the energy above the lowest of the compared OMol25 structures with the same formula, charge and spin: 5.898 eV. Its HOMO-LUMO gap (alpha / beta) is 7.3 / 7.3 eV. The net charge is 0.

Cartesian coordinates (Å):
1 C 0.3889 -0.7697 0.2802
2 C -0.3568 1.1227 -0.1661
3 C 1.8123 -0.3612 -0.0320
4 C -0.5746 -1.7011 0.1463
5 C -1.6192 1.4848 -0.2211
6 O 1.2956 -0.6054 1.3039
7 N 0.8501 1.6446 -0.2982
8 C 1.9531 1.0926 -0.3709
9 H 2.5497 -1.0862 -0.3576
10 H -1.1368 -1.7615 -0.7740
11 H -0.8651 -2.3231 0.9834
12 H -2.3973 0.7615 -0.0260
13 H -1.9000 2.5019 -0.4679